Below is a 15-piece molecular cluster, C22H56ClFIN18O28S overall, with properties calculated with ωB97M-V with the def2-TZVPD basis set.

Element x y z (Å)
C: -0.527 -0.152 4.066
C: 0.737 0.684 3.842
S: 0.454 2.056 2.695
C: 1.702 1.812 1.427
N: 1.197 1.474 0.084
C: 0.083 0.883 -0.366
C: -1.081 0.376 0.393
N: 0.116 0.762 -1.692
C: 1.275 1.256 -2.119
N: 1.633 1.283 -3.410
I: 3.344 2.025 -4.220
C: 0.702 0.716 -4.403
C: 0.503 -0.775 -4.311
F: -0.492 1.405 -4.351
N: 1.980 1.699 -1.046
Cl: 3.506 2.365 -0.854
H: -0.529 -0.552 5.082
H: -1.426 0.460 3.971
H: -0.591 -0.996 3.377
H: 1.541 0.046 3.470
H: 1.064 1.110 4.793
H: 2.382 1.021 1.753
H: 2.293 2.724 1.362
H: -1.809 -0.041 -0.297
H: -1.575 1.213 0.896
H: -0.805 -0.324 1.180
H: 1.130 0.940 -5.383
H: 1.489 -1.251 -4.321
H: -0.046 -1.132 -5.183
H: -0.009 -1.087 -3.403
C: -2.446 0.167 -7.723
N: -1.375 -0.858 -7.600
O: -1.677 -1.964 -7.218
O: -0.240 -0.509 -7.885
H: -3.383 -0.289 -7.428
H: -2.181 0.989 -7.065
H: -2.474 0.497 -8.758
C: 3.395 0.695 -8.710
N: 4.315 1.141 -7.632
O: 4.810 0.300 -6.905
O: 4.506 2.333 -7.519
H: 3.315 -0.384 -8.683
H: 2.440 1.178 -8.522
H: 3.821 1.032 -9.650
C: -4.956 -2.436 -1.533
N: -4.129 -1.883 -0.427
O: -3.638 -2.658 0.366
O: -3.991 -0.676 -0.386
H: -4.979 -3.513 -1.431
H: -5.949 -2.004 -1.447
H: -4.493 -2.135 -2.467
C: 0.085 2.580 8.686
N: -0.405 2.236 7.328
O: -0.788 1.104 7.122
O: -0.405 3.116 6.480
H: 0.011 1.697 9.305
H: 1.114 2.923 8.595
H: -0.552 3.374 9.059
C: -3.715 1.176 6.024
N: -4.346 -0.169 6.027
O: -3.661 -1.074 5.579
O: -5.472 -0.281 6.444
H: -2.720 1.051 5.621
H: -4.324 1.817 5.392
H: -3.670 1.558 7.037
C: -3.216 3.452 12.431
N: -1.961 2.835 11.922
O: -1.965 2.383 10.791
O: -1.009 2.815 12.668
H: -3.963 3.393 11.650
H: -3.507 2.897 13.317
H: -2.986 4.482 12.686
C: -7.391 -5.906 -2.420
N: -7.552 -4.427 -2.480
O: -6.936 -3.817 -3.333
O: -8.289 -3.920 -1.664
H: -6.707 -6.207 -3.204
H: -7.006 -6.148 -1.434
H: -8.375 -6.343 -2.558
C: 6.503 -1.157 -4.568
N: 7.501 -2.254 -4.448
O: 7.081 -3.337 -4.091
O: 8.648 -2.002 -4.737
H: 5.546 -1.568 -4.271
H: 6.808 -0.343 -3.917
H: 6.495 -0.826 -5.601
C: -3.076 -3.684 3.749
N: -1.762 -4.378 3.764
O: -1.719 -5.532 4.126
O: -0.800 -3.726 3.400
H: -3.841 -4.371 4.091
H: -2.991 -2.823 4.402
H: -3.251 -3.366 2.726
C: 5.398 -3.122 -7.728
N: 5.636 -2.657 -9.123
O: 6.659 -2.988 -9.670
O: 4.766 -1.965 -9.624
H: 6.249 -3.718 -7.418
H: 5.276 -2.233 -7.115
H: 4.483 -3.706 -7.734
C: 0.239 1.233 -11.025
N: -0.988 2.056 -11.218
O: -2.038 1.634 -10.772
O: -0.855 3.096 -11.817
H: -0.024 0.339 -10.472
H: 0.626 0.998 -12.011
H: 0.945 1.849 -10.477
C: -3.637 5.242 7.243
N: -3.887 4.378 8.428
O: -3.924 4.902 9.519
O: -4.033 3.190 8.217
H: -3.527 6.264 7.585
H: -2.730 4.877 6.767
H: -4.490 5.132 6.580
C: 4.528 4.584 8.074
N: 4.193 3.436 8.962
O: 3.036 3.317 9.325
O: 5.097 2.698 9.269
H: 3.623 5.151 7.892
H: 5.276 5.179 8.588
H: 4.937 4.171 7.157
C: 4.458 -4.524 -1.453
N: 3.666 -3.861 -2.524
O: 2.622 -4.366 -2.865
O: 4.139 -2.848 -3.004
H: 3.922 -5.409 -1.134
H: 5.426 -4.771 -1.881
H: 4.572 -3.810 -0.644

Atoms 1-2, force components in eV/Å:
0.01 -0.04 0.12
-0.21 -0.61 0.30

Summary:
total charge = +1
max |F| = 0.016 Eh/bohr
total energy = -5218.5051 Eh
molecular weight = 1234.2 u